[1]
Entry from the Open Molecules 2025 dataset: 2 unconnected molecules or ions with the total composition C4H13N2O at a distorted geometry (ωB97M-V/def2-TZVPD).

Results
2S+1 ... 1
Total charge ... +1
Calculated total energy ... -344.67024 a.u.
Relative energy (zero: lowest compared OMol25 entry of this formula, charge and spin) ... 253.6 kJ/mol
Gap between HOMO and LUMO ... 10.2377 eV

XYZ file:
```
20
Properties=species:S:1:pos:R:3:lowdin_charge:R:1
C -1.005 -0.662 -0.200 -0.151
C 0.349 -1.558 -0.470 -0.132
C 1.453 -0.721 -0.916 -0.348
C 2.109 -0.606 -2.105 0.086
N 1.753 0.427 0.112 0.047
N -0.795 0.181 0.978 0.076
H -1.223 -0.097 -1.139 0.150
H -1.780 -1.334 0.023 0.099
H 0.588 -2.242 0.455 0.160
H 0.018 -2.280 -1.218 0.117
H 3.047 -0.055 -2.213 0.076
H 1.600 -1.011 -2.978 0.075
H 2.467 1.025 -0.336 0.103
H 2.331 -0.110 0.757 0.097
H 0.216 0.692 0.663 0.164
H -1.702 0.607 1.354 0.131
H -0.522 -0.447 1.782 0.168
H -3.799 2.204 1.630 0.050
H -2.619 2.576 2.537 0.092
O -2.846 2.186 1.650 -0.059
```

[2]
Entry from the Open Molecules 2025 dataset: 2 unconnected molecules or ions with the total composition C4H13N2O at a distorted geometry (ωB97M-V/def2-TZVPD).

Results
2S+1 ... 1
Total charge ... +1
Calculated total energy ... -344.66124 a.u.
Relative energy (zero: lowest compared OMol25 entry of this formula, charge and spin) ... 277.3 kJ/mol
Gap between HOMO and LUMO ... 7.1689 eV

XYZ file:
```
20
Properties=species:S:1:pos:R:3:lowdin_charge:R:1
C 1.566 0.168 0.612 -0.008
C 3.371 1.779 0.360 0.183
N 2.969 0.579 0.421 0.018
H 1.389 -0.065 1.658 0.110
H 1.392 -0.717 0.007 0.105
H 0.899 0.966 0.308 0.095
H 2.664 2.598 0.404 0.132
H 4.427 1.996 0.256 0.129
H 3.658 -0.171 0.382 0.184
C -2.192 -0.230 0.262 -0.250
O -1.224 -0.214 1.317 -0.084
C -1.557 -0.829 -0.975 -0.292
N -2.621 -1.179 -1.929 0.003
H -3.039 -0.860 0.546 0.125
H -2.593 0.772 0.075 0.122
H -1.640 0.109 2.095 0.075
H -0.811 -0.144 -1.398 0.099
H -1.058 -1.752 -0.674 0.115
H -2.174 -1.443 -2.810 0.077
H -3.089 -0.325 -2.170 0.062
```

[3]
Entry from the Open Molecules 2025 dataset: 2 unconnected molecules or ions with the total composition C4H13N2O at a distorted geometry (ωB97M-V/def2-TZVPD).

Results
2S+1 ... 1
Total charge ... +1
Calculated total energy ... -344.65381 a.u.
Relative energy (zero: lowest compared OMol25 entry of this formula, charge and spin) ... 296.8 kJ/mol
Gap between HOMO and LUMO ... 8.7177 eV

XYZ file:
```
20
Properties=species:S:1:pos:R:3:lowdin_charge:R:1
C 0.167 -0.372 0.625 -0.158
C -1.242 0.152 0.313 -0.144
C -1.695 -0.089 -1.110 -0.447
C -2.311 0.787 -1.897 0.049
N -1.220 -1.341 -1.608 0.079
N 1.048 0.790 1.063 0.159
H 0.357 -1.379 1.108 0.153
H 0.715 -0.590 -0.334 0.128
H -1.960 -0.601 0.786 0.147
H -1.599 1.115 0.744 0.136
H -3.006 0.554 -2.680 0.060
H -2.011 1.852 -1.889 0.074
H -1.266 -1.396 -2.620 0.096
H -1.720 -2.160 -1.270 0.098
H 0.957 1.431 0.255 0.185
H 0.825 1.137 2.002 0.170
H 2.010 0.426 1.279 0.097
H 4.499 0.413 2.082 0.096
H 3.725 -0.847 1.595 0.070
O 3.728 0.117 1.554 -0.046
```

[4]
Entry from the Open Molecules 2025 dataset: 2 unconnected molecules or ions with the total composition C4H13N2O at a distorted geometry (ωB97M-V/def2-TZVPD).

Results
2S+1 ... 1
Total charge ... +1
Calculated total energy ... -344.65277 a.u.
Relative energy (zero: lowest compared OMol25 entry of this formula, charge and spin) ... 299.5 kJ/mol
Gap between HOMO and LUMO ... 10.5934 eV

XYZ file:
```
20
Properties=species:S:1:pos:R:3:lowdin_charge:R:1
C -3.088 0.001 -1.281 -0.031
C -1.912 0.853 -0.854 -0.546
O -0.784 0.361 -1.031 -0.036
N -2.258 2.143 -0.386 0.161
H -2.886 -0.193 -2.424 0.136
H -4.154 0.385 -0.932 0.121
H -1.551 2.812 -0.379 0.073
H -3.219 2.425 -0.079 0.136
H -2.866 -0.982 -0.796 0.081
C 2.369 -0.967 1.217 -0.232
C 3.016 -0.544 -0.033 -0.106
N 0.945 -0.608 1.354 0.179
H 2.376 -1.949 1.072 0.077
H 2.999 -0.380 1.998 0.179
H 4.119 -0.221 0.051 0.119
H 2.269 0.146 -0.736 0.149
H 0.357 -0.100 0.538 0.178
H 0.701 -0.274 2.182 0.089
H 0.421 -1.547 1.247 0.212
H 3.147 -1.359 -0.727 0.062
```